Density functional theory data (wB97M-V/def2-TZVPD) for a structure of composition C40H33AsF12MnN3O5.

```
95
Properties=species:S:1:pos:R:3
O -0.33 -0.53 1.15
C -1.61 -0.80 1.59
C 0.14 3.60 -0.93
H -3.46 0.93 -2.33
C -3.56 -1.87 0.27
C 6.46 -1.99 1.20
F -1.31 -3.17 1.44
H -0.31 -3.98 -4.92
C -2.05 0.26 2.67
H 1.62 1.51 2.06
F -1.56 -0.02 3.90
H -4.21 2.06 -0.08
H -3.61 -2.66 0.99
H 6.68 0.59 -0.99
C 2.21 -0.75 5.14
H -5.20 4.24 -0.57
C 1.63 -5.53 -0.19
C -3.93 6.51 -1.46
H 0.76 -2.58 -5.09
H 2.60 -2.32 3.74
C -3.48 0.13 -1.60
H 1.11 1.02 -2.89
C 2.04 -4.58 -1.12
O -0.25 -2.82 -3.28
H -6.21 -2.99 -0.20
H 1.76 0.99 6.31
C -3.58 2.86 -0.43
C -4.13 4.09 -0.71
N -1.74 1.31 -0.36
H -1.35 5.76 -1.52
F -3.39 0.32 2.79
O -0.33 -1.51 -1.49
C 4.29 -1.08 0.74
H 2.54 -2.52 -1.45
C -2.64 -0.83 0.43
C -1.51 -2.17 2.31
C 0.67 4.32 0.36
C 1.66 1.40 4.20
H 1.48 -6.56 -0.50
C -5.41 -3.08 -0.94
C 5.09 -2.00 1.40
C -0.20 -1.61 -2.69
C 1.55 -3.84 1.52
F 0.81 5.64 -2.08
C -1.39 3.69 -0.95
C 0.77 4.30 -2.18
H 1.39 2.44 4.33
H -5.01 -0.95 -2.62
H 8.11 -1.06 0.18
As 2.38 -1.07 0.98
H 7.09 -2.71 1.71
C 6.24 -0.14 -0.32
C 1.39 -5.16 1.12
C -4.36 -0.92 -1.76
H 2.37 -1.38 6.01
F 0.37 3.56 1.43
F 0.13 5.52 0.58
H -4.06 7.11 -0.55
C 2.21 -3.26 -0.73
C -1.98 4.92 -1.24
H -3.29 7.07 -2.14
O 0.69 2.35 -0.92
H 1.06 -5.90 1.84
F 2.03 3.89 -2.40
H -5.86 -3.09 -1.93
N -0.02 -0.54 -3.50
C 2.34 -1.28 3.87
C 7.04 -1.06 0.34
N 0.16 0.67 -2.84
H -4.91 6.41 -1.93
F 2.00 4.46 0.33
C -0.20 -2.92 -4.70
C -4.43 -1.94 -0.81
O 1.88 0.05 -0.17
F -1.62 1.49 2.37
F -2.61 -2.46 3.03
C -2.20 2.60 -0.60
H -4.92 -4.04 -0.77
H 4.22 0.57 -0.62
C -3.34 5.15 -1.15
C 1.96 -2.90 0.59
Mn 0.06 0.73 -0.23
C 1.87 0.58 5.31
F -0.47 -2.20 3.16
H -0.50 1.37 -3.14
H -1.01 -2.37 -5.16
C 1.79 0.88 2.93
C 2.12 -0.47 2.77
C 4.86 -0.14 -0.12
H 4.65 -2.74 2.06
H 0.23 -0.63 -4.47
H 2.22 -4.87 -2.15
C -2.63 0.22 -0.50
F 0.07 3.99 -3.29
H 1.34 -3.55 2.54
```

Output
2S+1 ... 5
E ... -6669.8409 Eh
Frontier orbital gap (alpha / beta) ... 7.0 / 7.2 eV
Energy relative to the best compared isomer or geometry (same formula, charge and spin) ... 0.0 kcal/mol
HOMO energy (alpha / beta) ... -6.83 / -7.01 eV